The molecule C3H6O at a distorted geometry. Source: the OMol25 dataset; level of theory: ωB97M-V with the def2-TZVPD basis set.

The geometry in XYZ format:
```
10
Properties=species:S:1:pos:R:3:forces:R:3
C 1.61749 -0.08504 0.00512 2.934 2.821 1.043
C -0.72305 0.24408 -0.20672 2.856 -0.664 -0.142
C -1.93471 -0.25282 -0.04863 -2.277 -0.071 1.546
H 2.24485 0.20367 -0.99888 -1.435 -0.546 2.464
H 1.53754 0.85064 0.77760 0.200 -1.618 -2.132
H 2.19175 -0.78618 0.65453 -0.138 0.187 -0.934
H -0.32333 1.29609 -0.31729 -1.342 -1.027 0.295
H -2.73228 0.49709 0.23202 0.873 -0.848 -0.910
H -2.28440 -1.34341 0.14998 1.334 2.027 -0.635
O 0.40613 -0.62410 -0.24772 -3.005 -0.260 -0.595
```
Forces are in eV/Å.

Summary:
largest force on an atom	4.202	eV/A
energy relative to the best compared isomer or geometry (same formula, charge and spin)	220.2	kJ/mol
E_HOMO	-0.33519	Eh
gap between HOMO and LUMO	10.278	eV
M	58.08	g mol⁻¹